(1)
The following is a quantum chemistry calculation of a 3-piece molecular cluster, C3H8N2O2 overall, from the OMol25 dataset.

Properties
* HOMO-LUMO gap: 4.69 eV
* charge: -2
* spin multiplicity: 1
* LUMO energy: 5.047 eV

Last column: natural (NBO) charge in e.
Positions of all 15 atoms, in Å:
1 C 2.65855 -1.20195 2.23150  -0.655
2 C 3.58211 -1.60956 -0.00192  -0.399
3 C 2.95640 -2.03776 1.07179  -0.223
4 N -10.75674 -0.44347 -0.70040  -1.501
5 N 5.98010 -0.51500 -0.39249  0.230
6 O 6.60218 -1.59926 -0.47031  -0.568
7 O 6.55839 0.48252 -0.98311  -0.611
8 H 1.65189 -0.80736 2.33350  0.202
9 H 3.06804 -1.61501 3.21375  0.198
10 H 3.29007 -0.31087 1.99920  0.220
11 H 4.10004 -0.61978 -0.08669  0.235
12 H 4.08091 -2.35799 -0.60082  0.206
13 H 2.54766 -3.10299 1.05893  0.163
14 H -11.18518 -0.02016 -1.63903  0.241
15 H -9.75498 -0.42846 -0.82064  0.260

***

(2)
The following is a quantum chemistry calculation of C3H8N2O2 as an isolated structure, from the OMol25 dataset.

Properties
* HOMO-LUMO gap: 3.93 eV
* charge: -2
* spin multiplicity: 1
* LUMO energy: 7.103 eV

Last column: natural (NBO) charge in e.
Positions of all 15 atoms, in Å:
1 C 0.81235 0.91189 0.66335  -0.635
2 C -1.42120 1.05479 -0.73401  -0.614
3 C -0.08493 0.38180 -0.46189  -0.250
4 N 0.75473 -2.26250 0.15465  -0.207
5 N -0.36009 -1.52020 -0.11717  0.041
6 O 1.95641 -2.34201 -0.58101  -0.891
7 O -1.12958 -1.73408 0.94844  -0.790
8 H 1.86478 0.66503 0.53406  0.207
9 H 0.84168 2.08462 0.97719  0.072
10 H 0.44373 0.45088 1.49878  0.192
11 H -1.23180 2.03127 -1.25668  0.134
12 H -1.94714 1.27887 0.25430  0.179
13 H -2.15302 0.58441 -1.45506  0.182
14 H 0.49075 0.47139 -1.47730  0.134
15 H 1.16333 -2.05616 1.05235  0.246

***

Q: Which of them is the most stable? A: (1).

***

(1)
The following is a quantum chemistry calculation of a 2-piece molecular cluster, C3H10N2S overall, from the OMol25 dataset.

Properties
* HOMO-LUMO gap (spin up / spin down): 6.55 / 1.56 eV
* expectation value of S²: 0.75
* charge: +1
* spin multiplicity: 2
* LUMO energy (spin up / spin down): -4.242 / -9.231 eV

Last column: natural (NBO) charge in e.
Positions of all 16 atoms, in Å:
1 C 0.29876 -1.25719 2.85783  -0.602
2 C 1.28510 -1.70664 1.75517  -0.574
3 S 1.09943 -3.39979 1.12133  0.703
4 H 0.29836 -1.89354 3.73771  0.243
5 H -0.70874 -1.47841 2.48813  0.231
6 H 0.44860 -0.19281 2.99738  0.269
7 H 2.29275 -1.81075 2.20837  0.283
8 H 1.28785 -0.95935 0.96415  0.277
9 N -0.88316 4.47506 -2.24834  -0.791
10 C -1.70695 3.42468 -2.49081  0.321
11 N -1.26145 2.21742 -2.42987  -0.822
12 H 0.09094 4.22985 -2.40617  0.401
13 H -1.20938 5.39858 -2.47193  0.391
14 H -2.71288 3.68327 -2.82902  0.150
15 H -1.91400 1.62157 -1.92337  0.350
16 H 0.70990 -3.08669 -0.14246  0.169

***

(2)
The following is a quantum chemistry calculation of an isolated ion of composition C3H10N2S and charge +1, from the OMol25 dataset.

Properties
* HOMO-LUMO gap (spin up / spin down): 10.37 / 4.85 eV
* expectation value of S²: 0.76
* charge: +1
* spin multiplicity: 2
* LUMO energy (spin up / spin down): -3.321 / -8.796 eV

Last column: natural (NBO) charge in e.
Positions of all 16 atoms, in Å:
1 N -0.31401 0.36576 -1.28033  -0.567
2 C 0.12800 0.19171 0.11904  -0.063
3 C 1.57464 -0.58501 0.03662  -0.580
4 S 2.66887 -0.06076 -1.34777  0.286
5 C -0.96472 -0.41399 1.05858  -0.238
6 N -2.04317 0.60860 0.94273  -0.799
7 H -1.30742 0.40527 -1.47136  0.398
8 H 2.71586 1.36863 -1.48392  0.198
9 H 0.10657 -0.24052 -1.98596  0.407
10 H 0.51682 1.08784 0.52770  0.242
11 H 2.17002 -0.47888 1.01544  0.290
12 H 1.38038 -1.70814 -0.01476  0.271
13 H -0.51817 -0.37682 2.14782  0.232
14 H -1.27412 -1.38637 0.66895  0.205
15 H -1.85682 0.97113 0.02306  0.326
16 H -2.98273 0.25155 1.04416  0.391

***

Q: Which of them is the most stable? A: (1).

***

(1)
The following is a quantum chemistry calculation of H28O14 as an isolated structure, from the OMol25 dataset.

Properties
* HOMO-LUMO gap: 6.30 eV
* spin multiplicity: 1
* LUMO energy: -1.249 eV

Last column: natural (NBO) charge in e.
Positions of all 42 atoms, in Å:
1 O 4.65330 -29.23902 16.86374  -0.989
2 H 4.04131 -29.52821 17.54055  0.512
3 H 4.10094 -29.05245 16.10458  0.465
4 O 4.89496 -28.52949 19.29644  -1.053
5 H 5.64167 -28.40116 18.71147  0.437
6 H 4.21358 -28.90296 18.73745  0.397
7 O 4.99572 -29.28135 13.90228  -0.941
8 H 4.85921 -28.36968 13.64446  0.438
9 H 4.55275 -29.36073 14.74710  0.446
10 O 3.17043 -28.96456 18.14125  -0.931
11 H 2.66701 -29.75904 17.96351  0.416
12 H 2.70880 -28.54537 18.86747  0.530
13 O 3.23973 -29.60696 15.17486  -0.924
14 H 2.70387 -28.96548 15.64132  0.428
15 H 2.79094 -29.73193 14.33868  0.523
16 O 4.02454 -27.79745 15.62811  -0.958
17 H 4.04918 -26.89419 15.31226  0.504
18 H 3.09206 -27.99965 15.70441  0.435
19 O 2.25311 -30.52852 17.61729  -0.855
20 H 2.76201 -30.74797 16.83684  0.447
21 H 1.36816 -30.83607 17.42106  0.518
22 O 6.02630 -27.65682 15.76703  -0.946
23 H 5.97697 -27.46003 14.83158  0.433
24 H 5.23604 -28.16601 15.94716  0.442
25 O 4.17480 -26.96169 17.86435  -0.958
26 H 3.84590 -26.16108 17.45561  0.432
27 H 4.13006 -27.62069 17.17157  0.466
28 O 3.64289 -31.21917 16.24854  -0.937
29 H 4.24007 -31.32219 16.98948  0.422
30 H 3.86917 -30.36762 15.87453  0.454
31 O 6.34016 -28.70485 17.81405  -0.815
32 H 6.41083 -29.63472 18.02986  0.387
33 H 5.61679 -28.65786 17.18895  0.467
34 O 4.97386 -31.33419 17.70312  -0.803
35 H 5.66052 -30.70762 17.93148  0.505
36 H 5.18847 -32.11950 18.20656  0.503
37 O 3.26897 -31.40193 19.11431  -0.958
38 H 3.00668 -30.70046 18.51818  0.406
39 H 4.06388 -31.76449 18.72329  0.415
40 O 2.31758 -28.30580 16.33291  -0.827
41 H 2.29954 -28.21182 17.28531  0.554
42 H 1.40091 -28.42935 16.08654  0.510

***

(2)
The following is a quantum chemistry calculation of a 14-piece molecular cluster, H28O14 overall, from the OMol25 dataset.

Properties
* HOMO-LUMO gap: 9.19 eV
* spin multiplicity: 1
* LUMO energy: -0.504 eV

Last column: natural (NBO) charge in e.
Positions of all 42 atoms, in Å:
1 H 0.69843 0.78823 0.23328  0.461
2 H 0.28575 -0.65979 0.44063  0.447
3 H -0.69974 -5.01819 2.02347  0.465
4 H -0.54865 -3.51569 1.85117  0.456
5 H -3.82934 -1.07065 2.32970  0.476
6 H -5.26455 -0.63185 2.08960  0.474
7 H 1.87942 -2.06688 0.16968  0.448
8 H 2.66174 -2.59251 -1.02269  0.464
9 H -3.11738 0.70926 -3.51211  0.450
10 H -3.28808 0.52939 -2.01260  0.495
11 H -2.03500 -1.46379 -2.92786  0.460
12 H -2.45069 -1.44244 -1.46609  0.472
13 H 0.92836 4.31486 3.83425  0.468
14 H 1.86553 3.62882 2.85388  0.471
15 H -0.78369 -0.51696 3.00662  0.471
16 H -0.62335 -1.24838 1.68399  0.442
17 H 4.35291 -1.57242 1.06610  0.461
18 H 5.06329 -1.28597 2.37886  0.469
19 H 3.69297 -0.17196 -2.29406  0.459
20 H 4.55494 0.73922 -3.15244  0.469
21 H 0.35354 -1.77465 -2.57036  0.483
22 H 1.65454 -1.06143 -2.90014  0.445
23 H 0.74925 3.46933 0.02150  0.502
24 H 1.70262 2.80778 -0.96006  0.458
25 H -3.86750 -1.11520 0.29933  0.462
26 H -4.93333 -0.03284 0.34962  0.483
27 H 0.51861 4.99537 -0.86155  0.497
28 H -0.72636 4.14004 -1.03034  0.473
29 O -0.06379 0.23842 0.44709  -0.911
30 O -0.18133 -4.35552 1.55326  -0.922
31 O -4.35473 -0.41624 1.85567  -0.939
32 O 1.80412 -2.65816 -0.58776  -0.911
33 O -3.20786 1.20801 -2.69232  -0.951
34 O -1.79041 -1.09040 -2.07361  -0.928
35 O 1.21750 3.44285 3.54269  -0.939
36 O -0.13247 -0.72441 2.32702  -0.911
37 O 5.21520 -1.33996 1.42860  -0.930
38 O 4.60014 0.13496 -2.40289  -0.928
39 O 1.07985 -1.29088 -2.16118  -0.932
40 O 1.46833 3.66610 -0.58940  -0.980
41 O -4.20379 -0.35646 -0.19078  -0.951
42 O -0.24500 4.66099 -0.37774  -0.949

***

Q: Which of them is the most stable? A: (2).

***

(1)
The following is a quantum chemistry calculation of a 2-piece molecular cluster, C2H6N2O2S overall, from the OMol25 dataset.

Properties
* HOMO-LUMO gap: 9.79 eV
* spin multiplicity: 1
* LUMO energy: 0.581 eV

Last column: natural (NBO) charge in e.
Positions of all 13 atoms, in Å:
1 C -2.00117 1.23879 0.79073  0.689
2 C 0.86289 -0.10427 -0.96520  -0.838
3 N -1.92857 1.75761 -0.30671  -0.778
4 N -1.90274 0.83498 1.91433  -0.728
5 O -1.23751 -1.62918 -0.65657  -0.955
6 O 0.38760 -1.49198 1.22986  -0.938
7 S 0.15485 -1.68883 -0.43135  1.495
8 H 0.18837 -2.25520 1.80658  0.501
9 H 1.20117 -0.28295 -1.88287  0.220
10 H 0.05560 0.58618 -0.91163  0.264
11 H 1.64587 0.23523 -0.14186  0.247
12 H -2.49609 2.54691 -0.40617  0.391
13 H -2.00302 0.02172 2.47770  0.430

***

(2)
The following is a quantum chemistry calculation of a 2-piece molecular cluster, C2H6N2O2S overall, from the OMol25 dataset.

Properties
* HOMO-LUMO gap: 9.94 eV
* spin multiplicity: 1
* LUMO energy: 0.591 eV

Last column: natural (NBO) charge in e.
Positions of all 13 atoms, in Å:
1 C 2.48833 -0.12309 0.35299  0.653
2 C -2.28291 0.73086 -0.60633  -0.826
3 N 2.18484 0.72283 -0.45234  -0.767
4 N 2.88159 -0.81410 1.24530  -0.712
5 O -1.90873 -1.77902 -0.67925  -0.942
6 O -0.69140 -0.60964 1.17489  -0.891
7 S -1.05024 -0.66981 -0.49811  1.513
8 H 0.09248 -0.05531 1.24126  0.480
9 H -1.86445 1.68778 -0.40080  0.216
10 H -2.34264 0.73122 -1.64996  0.214
11 H -3.20639 0.70354 -0.11449  0.238
12 H 2.86912 1.25076 -0.96983  0.413
13 H 2.83039 -1.77602 1.35666  0.409

***

Q: Which of them is the most stable? A: (2).

***

(1)
The following is a quantum chemistry calculation of a 3-piece molecular cluster, CH2NO2S overall, from the OMol25 dataset.

Properties
* HOMO-LUMO gap (spin up / spin down): 7.06 / 6.98 eV
* charge: -1
* spin multiplicity: 1
* LUMO energy (spin up / spin down): 2.316 / 2.198 eV

Last column: natural (NBO) charge in e.
Positions of all 7 atoms, in Å:
1 C -1.50314 -0.10817 0.12349  0.655
2 N -1.17163 1.04114 0.06668  -0.750
3 O -2.00481 -1.19964 0.19640  -0.696
4 O 1.72121 -0.82545 -0.24110  -0.948
5 S 0.73903 2.73499 0.54247  -0.205
6 H 1.07322 -1.51268 -0.19238  0.459
7 H 1.14612 -0.13019 -0.49555  0.485

***

(2)
The following is a quantum chemistry calculation of a 2-piece molecular cluster, CH2NO2S overall, from the OMol25 dataset.

Properties
* HOMO-LUMO gap (spin up / spin down): 4.89 / 7.18 eV
* charge: -1
* spin multiplicity: 1
* LUMO energy (spin up / spin down): 3.487 / 3.411 eV

Last column: natural (NBO) charge in e.
Positions of all 7 atoms, in Å:
1 C -1.34422 0.09578 -0.04815  0.248
2 N 1.17366 0.17723 0.09466  -0.418
3 O -1.28014 -0.97331 -0.55509  -0.583
4 O 2.10247 -0.64081 0.70680  -0.603
5 S -1.87605 1.60300 -0.00639  -0.238
6 H 0.30573 0.14090 0.67033  0.297
7 H 0.91855 -0.40280 -0.86215  0.298

***

(3)
The following is a quantum chemistry calculation of a 2-piece molecular cluster, CH2NO2S overall, from the OMol25 dataset.

Properties
* HOMO-LUMO gap (spin up / spin down): 7.70 / 7.70 eV
* charge: -1
* spin multiplicity: 1
* LUMO energy (spin up / spin down): 3.555 / 3.555 eV

Last column: natural (NBO) charge in e.
Positions of all 7 atoms, in Å:
1 C -0.25214 0.56341 0.49682  -0.235
2 N 2.09105 -0.75596 0.94195  -1.111
3 O 4.21025 -1.79148 -0.14101  -0.969
4 O 2.44967 -0.91823 -1.55316  -0.966
5 S 2.89359 -1.17033 -0.21954  2.167
6 H -1.01383 -0.15442 0.78236  0.052
7 H -0.11454 1.05909 1.46708  0.062

***

Q: Which of them is the most stable? A: (1).

***

(1)
The following is a quantum chemistry calculation of the molecule C4H4N4, from the OMol25 dataset.

Properties
* HOMO-LUMO gap: 9.39 eV
* spin multiplicity: 1
* LUMO energy: -0.364 eV
* SMILES: C1=N\C=N/C=N\C=N/1

Last column: natural (NBO) charge in e.
Positions of all 12 atoms, in Å:
1 C -1.12327 1.03849 0.46727  0.313
2 C -0.76042 -0.22323 -1.34546  0.310
3 C 1.40240 0.00481 -0.58433  0.222
4 C 0.45978 -0.47239 1.38600  0.297
5 H -1.27416 1.91307 0.90328  0.181
6 H -1.45296 -0.92640 -1.75735  0.179
7 H 2.23993 -0.18659 -1.42078  0.222
8 H 0.35573 -1.23023 2.26913  0.187
9 N -1.32893 0.91459 -0.79641  -0.494
10 N 0.33399 -0.64756 -1.17495  -0.457
11 N 1.77513 -0.17383 0.77972  -0.460
12 N -0.62721 -0.01073 1.27389  -0.499

***

(2)
The following is a quantum chemistry calculation of C4H4N4 as an isolated structure, from the OMol25 dataset.

Properties
* HOMO-LUMO gap (spin up / spin down): 7.86 / 7.86 eV
* spin multiplicity: 1
* LUMO energy (spin up / spin down): -0.817 / -0.817 eV

Last column: natural (NBO) charge in e.
Positions of all 12 atoms, in Å:
1 C 0.20002 -0.46964 0.33710  0.204
2 C -0.17072 0.92364 0.00955  0.104
3 N 0.22944 -1.22486 1.41894  -0.717
4 N -0.64417 1.92118 0.68120  -0.762
5 N -1.31242 -0.72672 -1.79010  -0.564
6 C -0.57666 -0.30059 -0.89297  0.315
7 C 1.34170 0.79730 -0.59479  0.165
8 N 2.40102 1.10881 -0.96071  -0.306
9 H 0.40260 -2.21738 1.37238  0.412
10 H 0.24655 -0.78297 2.32798  0.425
11 H -0.88508 2.69726 0.06986  0.354
12 H -1.23228 -1.72602 -1.97844  0.370

***

(3)
The following is a quantum chemistry calculation of the molecule C4H4N4, from the OMol25 dataset.

Properties
* HOMO-LUMO gap (spin up / spin down): 7.88 / 7.88 eV
* spin multiplicity: 1
* LUMO energy (spin up / spin down): -0.121 / -0.121 eV

Last column: natural (NBO) charge in e.
Positions of all 12 atoms, in Å:
1 C -1.19944 -0.34539 -0.04646  0.302
2 C -0.58546 -1.37914 -0.80700  -0.511
3 C 0.74818 -1.56976 -0.95287  0.087
4 C 0.61314 0.97231 0.65314  0.535
5 N -1.87472 0.37215 0.55216  -0.457
6 N 1.69790 -0.85255 -0.35961  -0.371
7 N 1.45572 0.24491 0.16467  -0.075
8 N 0.18142 2.01941 1.36101  -0.840
9 H -1.35218 -1.87521 -1.44226  0.256
10 H 1.00989 -2.33831 -1.60046  0.203
11 H -0.87580 1.74591 1.45832  0.457
12 H 0.18135 3.00567 1.01934  0.414

***

Q: Which of them is the most stable? A: (1).